(a)
C6H13NO2S | the ωB97M-V functional and the def2-TZVPD basis

LUMO level ... 0.57 eV
2S+1 ... 1
HOMO energy ... -8.251 eV

```
23
C6H13NO2S the ωB97M-V functional and the def2-TZVPD basis
C 1.56292 -1.60108 0.12622
C 0.35143 -0.15815 0.50859
C 1.34958 0.74046 -0.09908
C 1.35376 2.01911 0.60757
C -1.14536 -0.54913 -1.42815
C -2.05156 -0.25596 0.87428
N -0.94324 -0.25918 -0.00428
O 3.97146 -0.14708 0.67691
O 3.16433 -0.59981 -1.53842
S 2.81515 -0.29609 -0.18276
H 1.69652 -2.30569 0.91336
H 1.12122 -1.98320 -0.77874
H 0.38227 -0.18409 1.55990
H 1.40908 0.81354 -1.21399
H 2.23147 2.69444 0.44845
H 1.21187 1.80485 1.68496
H 0.50702 2.53053 0.19229
H -0.19769 -0.54231 -1.88645
H -1.66202 -1.53902 -1.64092
H -1.92060 0.10161 -1.83044
H -2.82524 -1.15440 0.77349
H -1.70205 -0.29574 1.98825
H -2.65271 0.70680 0.81058
```

=====

(b)
C6H13NO2S | the ωB97M-V functional and the def2-TZVPD basis

LUMO level ... 0.61 eV
SMILES ... CC(S)=C(O)O.[H]/N=C\CC
2S+1 ... 1
HOMO energy ... -8.363 eV

```
23
C6H13NO2S the ωB97M-V functional and the def2-TZVPD basis
C 0.35174 -0.88978 2.75458
C 1.07840 -1.16974 1.53975
S 0.43050 -2.48854 0.54806
C 2.28206 -0.70661 1.20319
O 3.05727 -0.94861 0.13491
O 3.09585 0.07337 2.04559
H -0.69264 -0.55217 2.59601
H 0.30548 -1.82768 3.40574
H 0.86993 -0.14532 3.33167
H 0.32753 -3.60470 1.40961
H 2.75045 -1.49152 -0.56627
H 3.49590 0.81051 1.53970
H 0.17210 -1.23030 -2.19005
N 0.67387 -0.42214 -2.05906
C 0.09437 0.59119 -1.60615
C -1.47346 0.60640 -1.21979
C -2.20251 2.08813 -1.20693
H 0.56922 1.50988 -1.29372
H -1.92928 -0.20864 -1.97616
H -1.57522 0.35116 -0.04966
H -3.27161 1.86961 -1.41373
H -2.16606 2.54396 -0.29157
H -1.85701 2.76721 -1.88566
```

=====

(c)
C6H13NO2S | the ωB97M-V functional and the def2-TZVPD basis

LUMO level (spin up / spin down) ... -0.93 / 0.42 eV
2S+1 ... 1
HOMO energy (spin up / spin down) ... -7.161 / -8.674 eV

```
23
C6H13NO2S the ωB97M-V functional and the def2-TZVPD basis
C 0.67472 0.03517 1.29924
C 1.43441 -0.63423 0.12605
C -0.69087 0.80014 0.77663
C 1.86123 0.05150 -1.04633
C 1.37351 -2.10555 0.22110
C -0.49509 2.13175 0.23175
N -3.22504 0.22219 -0.16733
O -1.28887 -0.05649 -1.76824
O -1.51642 -1.70269 0.12032
S -1.63125 -0.31906 -0.37306
H 0.44310 -0.72794 1.95412
H 1.28508 0.89331 1.67040
H 0.97809 0.09243 -1.65202
H 2.73163 -0.44356 -1.50872
H 2.21056 0.99554 -0.61456
H 0.31777 -2.44601 0.43807
H 2.05785 -2.76214 1.03208
H 1.77981 -2.53118 -0.72765
H -1.33322 2.21725 -0.55476
H 0.31926 2.29359 -0.46816
H -0.35415 2.71424 1.07727
H -3.63480 0.30705 0.72155
H -3.29730 0.97470 -0.78773
```

=====

Pick the least stable structure from those above. Pick: (c)